No. 1
{"formula": "C5H5NO", "method": "the ωB97M-V functional and the def2-TZVPD basis", "symbols": ["O", "N", "C", "C", "C", "C", "C", "H", "H", "H", "H", "H"], "xyz": [[-0.35, -2.06, -0.08], [-1.13, 2.03, -0.01], [0.26, -0.06, 1.23], [0.35, 1.05, 1.68], [-0.08, 0.05, -1.26], [-0.77, 1.24, -0.77], [0.33, -0.83, 0.00], [-0.71, -0.54, -1.93], [0.81, 0.37, -1.81], [0.55, 2.00, 2.10], [-0.68, -2.29, 0.79], [1.42, -0.96, 0.06]], "total_energy_ev": -8799.87522, "de_lowest_kj_mol": 341.9, "multiplicity": 1, "homo_ha": -0.364, "smiles": "C#C[C@@H](O)CC#N"}


No. 2
{"formula": "C17H38I2O5", "method": "the ωB97M-V functional and the def2-TZVPD basis", "symbols": ["I", "I", "O", "O", "O", "O", "O", "C", "C", "C", "C", "C", "C", "C", "C", "C", "C", "C", "C", "C", "C", "C", "C", "C", "H", "H", "H", "H", "H", "H", "H", "H", "H", "H", "H", "H", "H", "H", "H", "H", "H", "H", "H", "H", "H", "H", "H", "H", "H", "H", "H", "H", "H", "H", "H", "H", "H", "H", "H", "H", "H", "H"], "xyz": [[2.19, -5.11, 6.12], [3.28, -2.46, 2.06], [-2.60, 5.11, -4.41], [-2.37, 3.54, 1.97], [-0.50, -3.41, 4.24], [3.76, -3.86, -1.40], [-1.84, -1.66, 3.94], [-3.67, 5.53, -5.22], [2.72, -4.60, -2.01], [-1.23, 3.14, 1.24], [-3.17, 2.49, 2.51], [1.91, -3.53, 4.66], [0.75, -3.92, 3.74], [-2.94, 4.67, -3.10], [-4.45, 6.71, -4.67], [-3.88, 3.48, -3.07], [4.75, -3.34, -2.28], [-2.43, 1.58, 3.47], [4.04, -2.22, 4.94], [-0.75, -2.13, 3.92], [-1.54, 2.28, 0.03], [4.22, -2.39, -3.33], [3.30, -3.23, 4.06], [3.19, -5.84, -2.75], [5.10, -2.16, 4.68], [-1.99, 1.33, 0.31], [3.90, -4.14, 4.02], [-4.95, 6.46, -3.73], [-2.23, 2.79, -0.64], [-3.62, 1.91, 1.70], [2.33, -6.39, -3.13], [-2.00, 2.15, 4.29], [2.07, -4.89, -1.18], [2.12, -3.96, -2.67], [3.92, -2.49, 6.00], [0.15, -1.55, 3.65], [-4.05, 3.17, -2.04], [0.90, -3.56, 2.73], [-3.46, 2.64, -3.62], [-5.22, 7.01, -5.38], [-4.86, 3.71, -3.51], [5.45, -2.81, -1.63], [-3.21, 5.81, -6.17], [-3.98, 3.00, 3.03], [-0.62, 2.06, -0.52], [3.82, -5.59, -3.60], [3.75, -6.49, -2.09], [-3.35, 5.50, -2.51], [3.69, -1.56, -2.87], [-0.51, 2.64, 1.89], [-1.99, 4.40, -2.64], [3.61, -1.22, 4.81], [-0.77, 4.08, 0.92], [1.62, -2.69, 5.29], [5.04, -1.99, -3.92], [0.61, -5.00, 3.71], [-1.62, 1.04, 2.98], [-3.10, 0.83, 3.87], [5.31, -4.16, -2.74], [-3.79, 7.55, -4.48], [-4.35, 4.69, -5.44], [3.53, -2.89, -4.02]], "total_energy_ev": -44682.25526, "multiplicity": 1, "homo_ha": -0.350, "smiles": "C[C@H](I)[C@H](I)COC=O.CCOCC.CCOCC.CCOCC"}


No. 3
{"formula": "C32H64Br4O14S7", "method": "the ωB97M-V functional and the def2-TZVPD basis", "symbols": ["Br", "Br", "Br", "Br", "S", "S", "S", "S", "S", "S", "S", "O", "O", "O", "O", "O", "O", "O", "O", "O", "O", "O", "O", "O", "O", "C", "C", "C", "C", "C", "C", "C", "C", "C", "C", "C", "C", "C", "C", "C", "C", "C", "C", "C", "C", "C", "C", "C", "C", "C", "C", "C", "C", "C", "C", "C", "C", "H", "H", "H", "H", "H", "H", "H", "H", "H", "H", "H", "H", "H", "H", "H", "H", "H", "H", "H", "H", "H", "H", "H", "H", "H", "H", "H", "H", "H", "H", "H", "H", "H", "H", "H", "H", "H", "H", "H", "H", "H", "H", "H", "H", "H", "H", "H", "H", "H", "H", "H", "H", "H", "H", "H", "H", "H", "H", "H", "H", "H", "H", "H", "H"], "xyz": [[-1.40, -9.15, 3.76], [-5.68, 0.05, 4.53], [-1.24, -6.64, -0.09], [-5.85, -3.56, 1.43], [0.95, 1.12, 7.46], [-6.32, 2.90, -0.18], [-5.62, -0.39, -6.47], [-0.87, 5.27, -3.74], [5.37, -5.38, 0.19], [-0.51, -1.52, 1.52], [7.97, 1.54, -3.09], [5.12, -4.53, -0.95], [-0.99, -0.21, 1.93], [-7.07, -0.14, -6.51], [-1.00, -2.68, 2.24], [0.83, -0.30, 7.27], [-5.24, 2.20, -0.86], [4.34, -5.88, 1.12], [-1.95, 4.74, -4.49], [-7.60, 2.26, 0.03], [8.11, 1.47, -4.57], [8.73, 0.61, -2.23], [-1.06, 6.25, -2.66], [1.82, 1.92, 6.57], [-4.84, -0.50, -7.67], [-4.26, -1.45, -4.42], [-0.69, 1.87, 7.58], [-0.95, -1.56, -0.29], [8.26, 3.22, -2.42], [-6.35, 5.71, -0.30], [-5.67, 3.79, 1.24], [-1.92, -8.12, 2.16], [0.03, 3.85, -3.15], [1.38, -1.49, 1.21], [0.40, -1.67, -1.03], [6.89, -4.76, 1.03], [0.87, 3.38, -4.33], [1.51, -0.95, -0.22], [7.70, -6.08, 1.43], [5.81, 2.87, -1.97], [6.11, 1.49, -2.70], [6.83, 3.82, -2.48], [1.43, 4.66, -4.97], [-3.46, -0.19, -4.82], [7.10, -7.31, 0.75], [6.17, -6.92, -0.38], [-5.20, -1.88, -5.47], [-6.68, 4.52, -1.17], [-5.61, -1.77, 3.81], [-5.93, -1.77, 2.31], [1.32, 1.43, 9.22], [0.48, 5.85, -4.90], [-4.53, 0.79, -5.51], [0.14, 2.29, 9.83], [-1.12, 1.84, 9.04], [-5.27, 5.19, 0.64], [-0.69, -7.51, 1.55], [-6.53, 3.97, 1.89], [2.43, 4.95, -4.66], [1.35, 0.45, 9.71], [-3.13, 0.36, -3.94], [-5.21, 5.95, 1.43], [-4.25, 5.18, 0.27], [9.02, 3.83, -2.91], [0.42, -1.48, -2.11], [-2.43, -8.77, 1.46], [-4.92, -2.68, -6.17], [-2.61, -0.43, -5.46], [-0.06, 6.08, -5.82], [0.33, 3.34, 9.62], [0.07, -8.26, 1.33], [6.68, -6.53, -1.27], [-6.10, -2.28, -5.00], [-6.03, 4.42, -2.04], [-0.76, 3.23, -2.72], [-1.29, 1.38, 6.81], [7.42, -4.18, 0.28], [1.69, 2.72, -4.07], [7.74, -6.34, 2.49], [-6.93, -1.32, 2.27], [-1.67, -2.35, -0.48], [8.74, -5.87, 1.15], [-0.34, -6.77, 2.26], [0.06, 2.09, 10.90], [-5.32, -1.08, 1.73], [0.31, 2.74, -5.01], [-5.07, 3.09, 1.82], [5.56, 1.27, -3.61], [-3.63, -2.26, -4.05], [1.59, 4.46, -6.03], [5.94, 0.58, -2.12], [6.84, 4.78, -1.97], [2.35, 1.75, 9.37], [-1.43, -0.60, -0.51], [-6.05, 6.52, -0.97], [1.64, -2.53, 1.41], [-5.07, 1.34, -4.75], [0.72, -2.71, -0.96], [1.06, 0.02, -0.42], [-6.12, -2.47, 4.47], [-2.04, 2.40, 9.21], [4.84, 3.27, -2.26], [0.92, 6.75, -4.48], [1.83, -0.90, 2.01], [-1.26, 0.76, 9.18], [6.45, -4.15, 1.83], [5.93, 2.72, -0.90], [5.49, -7.67, -0.77], [-4.57, -2.09, 3.91], [-7.21, 5.99, 0.31], [-4.81, -1.19, -3.52], [-7.69, 4.51, -1.58], [7.76, -8.10, 0.39], [-4.18, 1.59, -6.16], [8.52, 3.01, -1.38], [2.43, -1.13, -0.76], [0.67, 4.17, -2.32], [-0.50, 2.90, 7.31], [6.50, 4.14, -3.47], [-2.68, -7.38, 2.40], [6.54, -7.73, 1.59]], "total_energy_ev": -418897.09342, "de_lowest_kj_mol": 439.2, "multiplicity": 1, "homo_ha": -0.367, "smiles": "O=S1(=O)CCCC1.O=S1(=O)CCCC1.O=S1(=O)CCCC1.O=S1(=O)CCCC1.O=S1(=O)CCCC1.O=S1(=O)CCCC1.O=S1(=O)CCCC1.BrCCBr.BrCCBr"}


No. 4
{"formula": "C28H51NO26", "method": "the ωB97M-V functional and the def2-TZVPD basis", "symbols": ["O", "O", "O", "O", "O", "O", "O", "O", "O", "O", "O", "O", "O", "O", "O", "O", "O", "O", "O", "O", "O", "O", "O", "O", "O", "O", "N", "C", "C", "C", "C", "C", "C", "C", "C", "C", "C", "C", "C", "C", "C", "C", "C", "C", "C", "C", "C", "C", "C", "C", "C", "C", "C", "C", "C", "H", "H", "H", "H", "H", "H", "H", "H", "H", "H", "H", "H", "H", "H", "H", "H", "H", "H", "H", "H", "H", "H", "H", "H", "H", "H", "H", "H", "H", "H", "H", "H", "H", "H", "H", "H", "H", "H", "H", "H", "H", "H", "H", "H", "H", "H", "H", "H", "H", "H", "H"], "xyz": [[14.84, 9.87, 10.64], [21.06, 15.28, 16.68], [21.44, 13.98, 18.43], [14.70, 7.61, 10.73], [24.01, 10.67, 11.60], [22.10, 11.73, 12.30], [14.50, 14.43, 16.37], [19.00, 9.94, 15.58], [12.62, 8.39, 14.49], [13.42, 10.41, 14.90], [17.86, 11.71, 16.17], [16.94, 13.79, 11.30], [11.27, 13.22, 11.99], [14.43, 8.70, 15.87], [15.38, 17.40, 15.95], [15.18, 16.12, 14.14], [13.53, 13.84, 14.41], [23.84, 11.55, 13.68], [16.43, 8.75, 11.65], [18.17, 11.82, 11.26], [17.20, 16.38, 15.15], [16.73, 12.44, 9.67], [11.43, 15.32, 11.26], [13.03, 13.87, 10.74], [21.58, 16.24, 18.64], [12.79, 15.55, 15.71], [18.07, 10.76, 15.47], [12.18, 10.93, 14.25], [21.11, 13.85, 14.74], [16.41, 17.65, 16.93], [20.71, 13.95, 16.21], [11.93, 15.97, 14.66], [11.87, 14.05, 11.40], [21.37, 13.09, 17.27], [17.70, 17.17, 16.26], [17.21, 11.22, 8.95], [15.27, 13.21, 16.33], [17.24, 10.60, 14.26], [21.60, 11.52, 10.99], [17.13, 7.52, 11.89], [12.25, 16.02, 10.24], [13.49, 15.15, 10.28], [18.57, 18.29, 15.65], [13.42, 9.92, 10.15], [15.87, 16.62, 14.98], [21.38, 15.24, 18.00], [13.38, 9.09, 15.09], [25.22, 10.03, 12.02], [17.33, 12.62, 10.80], [23.33, 11.33, 12.60], [15.27, 8.66, 10.94], [13.58, 14.59, 15.37], [17.49, 14.11, 12.56], [12.33, 17.52, 10.55], [14.56, 7.36, 16.16], [18.51, 14.32, 12.49], [15.49, 6.97, 15.68], [20.94, 12.96, 14.20], [12.82, 9.79, 11.06], [16.78, 11.22, 7.98], [11.83, 15.87, 9.26], [15.65, 13.10, 17.38], [11.89, 10.24, 13.48], [16.46, 18.70, 17.03], [20.55, 11.67, 11.19], [18.03, 18.82, 14.87], [13.92, 15.06, 9.27], [24.99, 9.15, 12.63], [25.85, 10.72, 12.51], [18.36, 16.59, 16.96], [20.52, 14.60, 14.28], [14.65, 12.30, 16.03], [22.37, 12.77, 16.98], [11.31, 17.87, 10.62], [14.33, 15.53, 10.92], [12.55, 11.92, 13.88], [18.31, 11.34, 9.01], [19.59, 13.83, 16.28], [17.03, 9.63, 13.99], [21.92, 12.34, 10.37], [16.84, 14.88, 12.92], [17.39, 6.91, 10.98], [16.31, 11.19, 14.28], [17.26, 13.25, 13.16], [14.65, 7.32, 17.25], [22.14, 14.21, 14.81], [11.28, 16.71, 15.01], [16.54, 6.87, 12.52], [18.94, 18.92, 16.44], [13.24, 9.11, 9.47], [11.24, 15.17, 14.41], [16.92, 10.36, 9.57], [17.85, 11.10, 13.47], [12.93, 18.02, 9.68], [13.30, 10.89, 9.72], [11.41, 11.07, 14.96], [19.42, 17.92, 15.11], [12.56, 16.21, 13.83], [25.70, 9.79, 11.11], [20.78, 12.21, 17.54], [13.75, 6.75, 15.72], [18.05, 7.82, 12.35], [12.95, 17.79, 11.51], [16.07, 17.17, 17.86], [21.82, 10.51, 10.69], [16.03, 13.47, 15.57]], "total_energy_ev": -84584.59623, "multiplicity": 1, "homo_ha": -0.383, "smiles": "C[C@H]1COC(=O)O1.C[C@H]1COC(=O)O1.C[C@H]1COC(=O)O1.C[N+](=O)[O-].COC(=O)OC.COC(=O)OC.COC(=O)OC.COC(=O)OC.COC(=O)OC"}


multiplicity of number 1 (C5H5NO)? 1


Look up the multiplicity of the third one. 1